(A)
The following is a DFT calculation (the ωB97M-V functional and the def2-TZVPD basis) of a molecular structure, C22H24N11O2S3Tl.

```
63
C22H24N11O2S3Tl (the ωB97M-V functional and the def2-TZVPD basis)
Tl -0.41 1.54 -0.54
C 0.36 -4.16 1.62
N -0.23 -3.14 2.52
C -1.15 -3.51 3.49
C -1.45 -2.44 4.24
N -0.70 -1.40 3.71
C 0.04 -1.84 2.66
S 1.08 -0.68 1.85
C -0.51 -0.09 4.12
C -1.12 0.56 5.18
C -0.73 1.87 5.41
C 0.23 2.47 4.59
C 0.78 1.74 3.56
N 0.40 0.48 3.35
H -0.04 -5.12 1.94
H 1.44 -4.17 1.72
H 0.09 -3.97 0.59
H -1.51 -4.52 3.56
H -2.10 -2.33 5.09
H -1.86 0.07 5.80
H -1.16 2.42 6.22
H 0.55 3.49 4.76
H 1.54 2.14 2.89
C -4.96 4.14 -1.94
C -4.55 3.66 -0.60
N -4.82 4.24 0.53
N -4.21 3.46 1.47
C -3.55 2.41 0.96
S -2.64 1.21 1.71
N -3.78 2.54 -0.37
N -3.22 1.65 -1.28
H -5.61 5.00 -1.83
H -5.50 3.36 -2.49
H -4.09 4.44 -2.53
H -4.30 3.69 2.44
H -3.49 1.91 -2.22
H -3.57 0.72 -1.08
N 6.65 -0.11 -2.97
C 5.47 -0.56 -2.48
C 4.79 0.17 -1.48
C 3.58 -0.28 -1.00
C 3.03 -1.46 -1.50
C 3.68 -2.18 -2.49
C 4.89 -1.74 -2.98
S 1.47 -1.97 -0.95
O 1.19 -3.31 -1.33
O 1.63 -1.89 0.60
N 0.34 -0.89 -1.24
C 0.07 -0.70 -2.60
N 0.70 -1.43 -3.52
C 0.38 -1.22 -4.79
C -0.56 -0.28 -5.17
C -1.13 0.45 -4.15
N -0.83 0.26 -2.86
H 7.10 0.69 -2.57
H 7.17 -0.66 -3.63
H 5.23 1.07 -1.08
H 3.08 0.28 -0.22
H 3.23 -3.09 -2.87
H 5.40 -2.30 -3.74
H 0.91 -1.82 -5.52
H -0.83 -0.12 -6.20
H -1.87 1.22 -4.36
```

Values from the calculation:
E_HOMO	-12.46	eV
net charge	+2

Now the natural (NBO) charges, all in e: number 1, Tl, carries 0.78; number 2, C, carries -0.41; number 3, N, carries -0.30; number 4, C, carries -0.01; number 5, C, carries -0.05; number 6, N, carries -0.33; number 7, C, carries 0.26; number 8, S, carries 0.72; number 9, C, carries 0.39; number 10, C, carries -0.23; number 11, C, carries -0.10; number 12, C, carries -0.22; number 13, C, carries 0.08; number 14, N, carries -0.43; number 15, H, carries 0.23; number 16, H, carries 0.24; number 17, H, carries 0.26; number 18, H, carries 0.26; number 19, H, carries 0.26; number 20, H, carries 0.25; number 21, H, carries 0.25; number 22, H, carries 0.26; number 23, H, carries 0.24; number 24, C, carries -0.68; number 25, C, carries 0.36; number 26, N, carries -0.22; number 27, N, carries -0.35; number 28, C, carries 0.24; number 29, S, carries -0.36; number 30, N, carries -0.22; number 31, N, carries -0.64; number 32, H, carries 0.28; number 33, H, carries 0.24; number 34, H, carries 0.24; number 35, H, carries 0.44; number 36, H, carries 0.39; number 37, H, carries 0.40; number 38, N, carries -0.76; number 39, C, carries 0.23; number 40, C, carries -0.26; number 41, C, carries -0.17; number 42, C, carries -0.38; number 43, C, carries -0.13; number 44, C, carries -0.28; number 45, S, carries 2.32; number 46, O, carries -0.89; number 47, O, carries -0.96; number 48, N, carries -1.01; number 49, C, carries 0.54; number 50, N, carries -0.50; number 51, C, carries 0.13; number 52, C, carries -0.32; number 53, C, carries 0.10; number 54, N, carries -0.57; number 55, H, carries 0.40; number 56, H, carries 0.41; number 57, H, carries 0.22; number 58, H, carries 0.21; number 59, H, carries 0.25; number 60, H, carries 0.23; number 61, H, carries 0.22; number 62, H, carries 0.25; number 63, H, carries 0.20

(B)
The following is a DFT calculation (the ωB97M-V functional and the def2-TZVPD basis) of a molecular structure, C22H24N11O2S3Tl.

```
63
C22H24N11O2S3Tl (the ωB97M-V functional and the def2-TZVPD basis)
Tl 0.36 0.34 -1.59
C 1.61 0.29 3.69
N 2.61 0.18 2.63
C 3.90 -0.28 2.79
C 4.49 -0.25 1.58
N 3.55 0.24 0.67
C 2.39 0.49 1.34
S 0.90 1.17 0.85
C 3.84 0.37 -0.71
C 5.10 0.84 -1.08
C 5.44 0.83 -2.42
C 4.53 0.35 -3.34
C 3.29 -0.06 -2.88
N 2.94 -0.05 -1.59
H 2.11 0.10 4.64
H 0.82 -0.44 3.53
H 1.19 1.29 3.69
H 4.28 -0.60 3.74
H 5.47 -0.56 1.27
H 5.78 1.22 -0.33
H 6.41 1.19 -2.73
H 4.76 0.30 -4.40
H 2.54 -0.42 -3.58
C -4.30 3.06 -2.75
C -2.86 3.40 -2.70
N -2.36 4.58 -2.51
N -1.01 4.39 -2.52
C -0.66 3.13 -2.71
S 0.93 2.47 -2.77
N -1.84 2.48 -2.85
N -1.92 1.10 -3.02
H -4.87 3.90 -2.38
H -4.51 2.18 -2.13
H -4.61 2.85 -3.78
H -0.39 5.18 -2.39
H -2.62 0.75 -2.37
H -2.15 0.89 -3.99
N -2.67 -1.23 5.75
C -2.70 -1.06 4.39
C -2.94 -2.16 3.55
C -2.97 -1.99 2.18
C -2.76 -0.73 1.63
C -2.53 0.37 2.46
C -2.50 0.21 3.82
S -2.78 -0.55 -0.09
O -2.91 0.87 -0.41
O -3.68 -1.48 -0.69
N -1.25 -0.86 -0.62
C -0.75 -2.07 -0.94
N -1.20 -3.24 -0.48
C -0.56 -4.32 -0.91
C 0.55 -4.28 -1.75
C 0.98 -3.04 -2.15
N 0.33 -1.94 -1.76
H -2.99 -2.09 6.15
H -2.70 -0.42 6.35
H -3.12 -3.13 3.98
H -3.17 -2.83 1.53
H -2.39 1.35 2.02
H -2.35 1.06 4.47
H -0.94 -5.27 -0.54
H 1.05 -5.18 -2.07
H 1.85 -2.90 -2.79
```

Values from the calculation:
E_HOMO	-12.51	eV
net charge	+2

Now the Löwdin charges, all in e: number 1, Tl, carries 0.70; number 2, C, carries 0.00; number 3, N, carries -0.11; number 4, C, carries 0.00; number 5, C, carries 0.00; number 6, N, carries 0.02; number 7, C, carries -0.63; number 8, S, carries 0.73; number 9, C, carries -0.24; number 10, C, carries 0.03; number 11, C, carries 0.00; number 12, C, carries -0.01; number 13, C, carries -0.16; number 14, N, carries 0.05; number 15, H, carries 0.10; number 16, H, carries 0.10; number 17, H, carries 0.09; number 18, H, carries 0.14; number 19, H, carries 0.14; number 20, H, carries 0.13; number 21, H, carries 0.13; number 22, H, carries 0.13; number 23, H, carries 0.11; number 24, C, carries 0.03; number 25, C, carries -0.28; number 26, N, carries 0.17; number 27, N, carries 0.07; number 28, C, carries -0.68; number 29, S, carries 0.73; number 30, N, carries -0.07; number 31, N, carries 0.10; number 32, H, carries 0.10; number 33, H, carries 0.08; number 34, H, carries 0.10; number 35, H, carries 0.18; number 36, H, carries 0.07; number 37, H, carries 0.14; number 38, N, carries 0.13; number 39, C, carries -0.31; number 40, C, carries -0.01; number 41, C, carries -0.05; number 42, C, carries -0.31; number 43, C, carries -0.07; number 44, C, carries -0.02; number 45, S, carries 0.62; number 46, O, carries -0.34; number 47, O, carries -0.25; number 48, N, carries -0.19; number 49, C, carries -0.47; number 50, N, carries 0.17; number 51, C, carries -0.06; number 52, C, carries -0.02; number 53, C, carries -0.08; number 54, N, carries 0.02; number 55, H, carries 0.11; number 56, H, carries 0.11; number 57, H, carries 0.12; number 58, H, carries 0.11; number 59, H, carries 0.11; number 60, H, carries 0.12; number 61, H, carries 0.13; number 62, H, carries 0.12; number 63, H, carries 0.12

Looking at the structures above, (B) is most stable, and the difference to the next one is 0.0247 hartree.